{"formula": "C29H48O3PPd", "method": "ωB97M-V/def2-TZVPD", "charge": 3, "largest_force_ha_per_bohr": 0.0281, "spin_multiplicity": 5, "lumo_energy_ev": [-8.57, -13.40], "elements": ["Pd", "C", "C", "C", "C", "C", "C", "C", "C", "C", "H", "H", "H", "H", "H", "H", "H", "H", "H", "H", "H", "H", "C", "O", "C", "O", "H", "H", "H", "O", "P", "C", "C", "C", "C", "C", "C", "C", "C", "C", "C", "C", "C", "C", "C", "C", "C", "C", "C", "H", "H", "H", "H", "H", "H", "H", "H", "H", "H", "H", "H", "H", "H", "H", "H", "H", "H", "H", "H", "H", "H", "H", "H", "H", "H", "H", "H", "H", "H", "H", "H", "H"], "xyz": [[0.584578, -0.365506, -0.274658], [-1.081866, -3.650819, -1.397409], [-0.401399, -2.865984, -0.336639], [-1.155809, -2.124280, 0.604423], [-0.549113, -1.445205, 1.678441], [-1.384677, -0.803397, 2.733971], [0.863778, -1.454999, 1.759836], [1.654047, -2.200209, 0.840668], [3.118756, -2.366494, 1.079166], [1.001385, -2.861657, -0.220958], [-2.007912, -3.175445, -1.719988], [-1.358036, -4.631021, -0.991041], [-0.432979, -3.834412, -2.252386], [-2.238299, -2.151871, 0.544789], [-2.152431, -0.162880, 2.298062], [-0.784601, -0.233205, 3.438541], [-1.908458, -1.582681, 3.294822], [1.345870, -1.024898, 2.629634], [3.637503, -1.407710, 1.137976], [3.588129, -2.978341, 0.312676], [3.262664, -2.857848, 2.044839], [1.589317, -3.451607, -0.914209], [-0.338479, -0.654523, -4.812055], [0.571517, -0.563787, -3.650628], [0.115592, -0.410812, -2.478184], [-1.025754, -0.281742, -2.069721], [-0.020743, 0.108814, -5.513962], [-1.365500, -0.499383, -4.492675], [-0.200230, -1.640887, -5.242269], [0.088873, 1.789473, 0.407740], [0.777712, 3.061649, -0.048231], [2.032519, 2.655118, -1.342648], [2.934601, 3.846626, -1.772662], [4.426114, 3.541780, -1.622263], [4.845820, 2.259874, -2.349506], [3.771429, 1.152427, -2.271651], [2.864444, 1.392992, -1.070351], [-0.426671, 4.251125, -0.911824], [-1.289253, 5.051453, 0.049739], [-2.440220, 4.247644, 0.651843], [-3.300268, 3.591863, -0.422275], [-2.453144, 2.734856, -1.351178], [-1.262410, 3.484049, -1.934518], [1.531727, 4.021470, 1.384782], [2.812971, 3.289272, 1.780097], [2.542885, 1.979789, 2.504618], [1.583566, 2.168236, 3.702109], [1.163364, 3.623831, 3.877874], [0.583359, 4.210924, 2.584474], [1.380852, 2.401561, -2.186361], [2.699184, 4.751201, -1.205372], [2.732867, 4.074990, -2.820283], [4.690125, 3.475419, -0.563360], [4.999026, 4.384920, -2.006577], [5.788358, 1.910728, -1.928741], [5.051486, 2.465243, -3.400420], [4.252629, 0.176457, -2.200493], [3.165601, 1.143525, -3.181243], [3.460517, 1.456193, -0.160310], [2.185670, 0.498879, -0.948527], [0.287907, 4.917942, -1.415230], [-1.712318, 5.880657, -0.533498], [-0.686308, 5.528783, 0.823660], [-3.044231, 4.894981, 1.285642], [-2.035866, 3.447646, 1.283841], [-3.826589, 4.359909, -0.997614], [-4.077069, 2.984266, 0.042180], [-3.062200, 2.340264, -2.166555], [-2.079723, 1.860060, -0.799155], [-1.639558, 4.255708, -2.620289], [-0.653121, 2.813028, -2.543577], [1.778379, 4.983169, 0.922538], [3.328185, 3.970063, 2.469441], [3.487066, 3.159726, 0.934241], [3.490768, 1.546733, 2.828135], [2.104036, 1.268648, 1.786697], [2.046325, 1.808330, 4.620612], [0.679213, 1.568759, 3.557918], [2.021946, 4.222396, 4.193879], [0.421958, 3.711266, 4.670148], [0.370918, 5.269626, 2.728416], [-0.373600, 3.709576, 2.417000]], "atomic_forces_ev_per_a": [[-0.5709, -0.4227, 0.7956], [-0.0740, -0.0113, -0.1002], [0.1091, -0.0222, 0.0604], [0.1335, 0.0967, 0.0487], [0.1256, -0.0576, 0.0379], [-0.0649, 0.0802, 0.0072], [0.0046, -0.1858, 0.0217], [-0.0025, -0.1446, 0.2496], [0.0872, 0.0524, -0.0707], [-0.0169, 0.1201, 0.0437], [0.0180, 0.0102, -0.0099], [0.0222, 0.0148, 0.0376], [0.0004, 0.0048, 0.0035], [0.0029, 0.1393, -0.0937], [0.0210, 0.0181, 0.0079], [-0.0055, 0.0259, -0.0216], [0.0259, -0.0201, -0.0160], [0.0124, 0.1644, -0.0757], [-0.0359, 0.0194, 0.0065], [0.0044, 0.0288, -0.0169], [-0.0099, -0.0232, -0.0136], [0.0251, 0.0900, -0.0567], [-0.3003, -0.0149, -0.2827], [0.4721, -0.0380, 0.1303], [-0.6918, 0.1298, -0.5373], [0.1063, 0.0652, -0.2144], [0.0575, 0.0239, 0.0610], [0.0318, 0.0050, 0.0611], [0.0491, -0.0165, 0.0685], [-0.1098, -0.3474, 0.1363], [1.2469, -0.4001, -0.6136], [-0.3629, 0.0689, 0.3381], [0.0904, 0.1263, -0.0233], [0.0674, -0.0314, 0.0168], [-0.0140, 0.0195, -0.1103], [0.1662, -0.0595, 0.0427], [-0.0778, -0.0446, -0.0260], [-0.9598, 0.9115, -0.2178], [0.0145, -0.2107, 0.2317], [-0.0006, -0.2157, -0.0529], [-0.0731, 0.1908, -0.0767], [0.0250, -0.0456, 0.0853], [-0.0392, -0.5525, 0.1303], [-0.0338, 0.4469, 0.4509], [-0.0089, -0.4626, -0.1957], [-0.0592, 0.0504, 0.0684], [-0.1100, -0.0149, 0.0110], [0.2493, -0.0210, -0.0453], [-0.1488, -0.1857, 0.1368], [-0.0083, -0.0136, -0.0445], [-0.0195, 0.0278, -0.0567], [-0.0760, 0.0409, 0.0339], [0.0199, -0.0166, -0.0560], [-0.0330, 0.0246, 0.0097], [-0.0393, -0.0572, 0.0331], [-0.0285, 0.0657, 0.0170], [-0.0539, -0.0107, -0.0017], [-0.0287, -0.0176, 0.0123], [-0.1019, -0.0503, 0.0450], [0.4034, 0.1805, -0.1096], [0.3169, -0.1882, 0.1642], [0.0972, 0.0189, -0.1015], [-0.0157, 0.0716, -0.0871], [0.0359, 0.0042, 0.0371], [-0.0469, 0.0840, 0.0575], [0.0444, -0.0042, -0.0083], [0.0100, -0.0105, -0.0112], [0.0439, -0.0211, -0.0200], [0.0370, -0.0166, -0.0041], [0.1327, 0.1627, 0.0275], [0.0134, 0.0752, -0.0860], [-0.0852, -0.0366, -0.1177], [-0.0294, 0.1750, -0.0736], [-0.0054, 0.0725, 0.1144], [0.0146, 0.0082, -0.0444], [0.0412, -0.0121, 0.0241], [0.0086, 0.0074, -0.0114], [0.0246, -0.0137, -0.0285], [-0.0339, 0.0167, 0.0222], [-0.0318, 0.0128, -0.0214], [-0.0189, -0.0076, -0.0950], [0.0144, 0.0737, -0.0375]], "lowdin_charge": [0.970, 0.007, -0.239, 0.042, -0.249, 0.007, -0.035, -0.270, 0.008, 0.011, 0.105, 0.130, 0.103, 0.159, 0.106, 0.081, 0.123, 0.143, 0.097, 0.103, 0.121, 0.151, 0.066, 0.003, -0.381, 0.086, 0.112, 0.103, 0.114, -0.301, 0.969, -0.337, -0.154, -0.175, -0.150, -0.157, -0.203, -0.258, -0.156, -0.173, -0.170, -0.186, -0.157, -0.263, -0.163, -0.173, -0.159, -0.162, -0.157, 0.105, 0.106, 0.134, 0.101, 0.133, 0.124, 0.125, 0.124, 0.119, 0.111, 0.047, 0.144, 0.160, 0.104, 0.134, 0.096, 0.134, 0.127, 0.132, 0.091, 0.162, 0.103, 0.137, 0.161, 0.084, 0.131, 0.064, 0.127, 0.092, 0.130, 0.133, 0.131, 0.099]}